C15H20AuIO | ωB97M-V/def2-TZVPD

- 2S+1 = 3
- <S²> = 2.010
- highest occupied orbital energy (alpha / beta) (eV) = 2.61 / -0.47
- F_max (Eh/bohr) = 0.0766
- net charge = -2
- electronic energy (a.u.) = -1091.93138
- LUMO (alpha / beta) (eV) = 4.52 / 4.49

Geometry (Å):
Au  0.004  0.038  1.626
I  -0.311  -2.563  2.284
O  -0.124  -0.950  -0.825
C  2.314  -0.601  1.698
C  2.293  0.159  0.497
C  -1.282  2.125  1.562
C  -2.220  0.152  2.351
C  -0.184  -0.597  -2.230
C  -1.785  1.392  0.445
C  0.425  -2.263  -1.203
C  1.901  1.493  0.795
C  -1.512  1.343  2.753
C  1.685  1.574  2.213
C  -2.320  0.156  0.923
C  0.556  0.675  -2.512
C  -1.649  -0.529  -2.639
C  1.936  0.271  2.783
C  0.500  -1.919  -2.654
H  -2.256  -1.229  -2.043
H  2.733  -0.175  -0.452
H  1.438  2.474  2.768
H  -2.851  -0.573  0.310
H  1.367  -2.398  -0.695
H  -1.255  1.605  3.763
H  1.912  2.326  0.088
H  -1.761  -0.760  -3.710
H  -2.014  0.493  -2.451
H  0.081  1.511  -2.007
H  -0.092  -2.571  -3.298
H  1.851  0.003  3.825
H  -0.873  3.128  1.521
H  -1.901  1.760  -0.581
H  1.589  0.607  -2.190
H  0.527  0.865  -3.582
H  -0.302  -3.032  -0.929
H  -2.652  -0.588  3.024
H  1.536  -1.792  -2.998
H  2.694  -1.613  1.773



C15H20ClNO4S | ωB97M-V/def2-TZVPD

- 2S+1 = 1
- highest occupied orbital energy (eV) = -9.40
- SMILES = CCOC(=O)[C@@H]1CCCN(S(=O)(=O)Cc2ccccc2Cl)C1
- F_max (Eh/bohr) = 0.0243
- electronic energy (a.u.) = -1797.69551
- LUMO (eV) = 0.63

Geometry (Å):
Cl  1.028  -2.917  -2.071
S  -0.439  0.637  -1.189
O  -0.932  1.688  2.812
O  -1.620  0.886  -0.415
O  0.204  1.738  -1.846
O  0.416  2.273  1.119
N  0.660  -0.252  -0.318
C  -3.217  -2.867  -0.623
C  2.312  0.391  1.980
C  -0.900  -0.569  -2.498
C  -0.011  1.455  2.073
C  -2.400  -3.954  -0.359
C  -1.418  -1.774  -1.812
C  -2.729  -1.793  -1.343
C  0.794  0.165  2.119
C  -1.094  -3.961  -0.815
C  -0.612  -2.875  -1.529
C  0.444  4.375  -0.019
C  2.877  -0.287  0.733
C  2.062  0.098  -0.493
C  -0.332  3.479  0.926
C  0.261  -0.725  0.979
H  0.002  -0.745  -3.075
H  2.870  -1.372  0.853
H  2.510  1.461  1.909
H  -0.491  3.948  1.904
H  1.411  4.632  0.407
H  0.594  3.851  -0.959
H  -2.776  -4.797  0.200
H  2.438  -0.422  -1.381
H  -1.304  3.204  0.505
H  -4.236  -2.856  -0.267
H  -3.358  -0.939  -1.539
H  2.133  1.176  -0.668
H  2.826  0.013  2.865
H  -1.653  -0.071  -3.101
H  0.615  -1.753  1.111
H  3.911  0.025  0.581
H  -0.118  5.287  -0.200
H  -0.830  -0.732  0.995
H  0.550  -0.321  3.068
H  -0.447  -4.801  -0.620



C15H20FN3OS | ωB97M-V/def2-TZVPD

- 2S+1 = 1
- highest occupied orbital energy (eV) = -8.34
- SMILES = COc1ccc(-c2[nH]ncc2CNCCCSC)cc1F
- F_max (Eh/bohr) = 0.0176
- electronic energy (a.u.) = -1321.10803
- LUMO (eV) = 0.66

Geometry (Å):
S  5.875  -0.956  0.852
F  -4.210  -0.700  1.961
O  -4.890  -1.892  -0.644
N  0.414  3.557  0.760
N  1.167  -0.440  -1.403
N  -0.688  2.819  0.797
C  6.315  -2.138  -0.453
C  1.166  0.971  -1.767
C  -2.509  0.493  0.908
C  -0.667  1.796  -0.098
C  -2.113  0.277  -1.438
C  -5.716  -2.338  0.412
C  -1.767  0.852  -0.213
C  -3.151  -0.621  -1.525
C  -3.549  -0.410  0.809
C  3.354  -0.596  -0.287
C  1.184  2.999  -0.153
C  0.561  1.888  -0.746
C  4.070  -1.200  0.909
C  1.838  -0.746  -0.151
C  -3.903  -0.997  -0.406
H  2.152  3.404  -0.368
H  5.910  -1.810  -1.406
H  5.935  -3.122  -0.191
H  -1.445  3.074  1.411
H  2.201  1.278  -1.940
H  -1.577  0.556  -2.331
H  -2.278  0.890  1.885
H  3.624  0.458  -0.360
H  0.636  1.057  -2.721
H  1.485  -0.121  0.687
H  -5.141  -2.854  1.185
H  -6.274  -1.514  0.863
H  1.606  -1.788  0.090
H  7.398  -2.159  -0.501
H  3.752  -0.713  1.832
H  -6.414  -3.037  -0.046
H  3.884  -2.271  0.992
H  -3.421  -1.063  -2.470
H  3.662  -1.095  -1.207
H  0.208  -0.771  -1.355



C15H20N2 | ωB97M-V/def2-TZVPD

- 2S+1 = 1
- highest occupied orbital energy (eV) = -16.12
- F_max (Eh/bohr) = 0.0606
- net charge = +2
- electronic energy (a.u.) = -692.42813
- LUMO (eV) = -7.80

Geometry (Å):
N  0.357  -1.001  1.023
N  2.463  5.681  -1.477
C  1.424  -0.885  0.165
C  -0.339  0.116  1.477
C  -0.009  1.479  1.053
C  -1.660  -2.454  1.073
C  -2.010  -3.885  0.438
C  3.009  5.163  -0.309
C  -0.149  -2.331  1.530
C  -1.404  -3.890  -1.027
C  1.113  1.685  0.092
C  1.829  0.449  -0.319
C  -3.601  -3.859  0.248
C  2.583  3.877  0.241
C  1.470  4.981  -2.152
C  1.539  3.062  -0.452
C  0.976  3.676  -1.687
H  -3.821  -2.837  -0.192
H  0.491  -3.174  1.135
H  1.096  5.465  -3.092
H  0.172  3.162  -2.278
H  -1.190  -0.033  2.183
H  -1.940  -1.710  0.266
H  3.807  5.744  0.224
H  1.954  -1.827  -0.139
H  -4.117  -3.867  1.254
H  -0.296  -4.059  -1.074
H  2.792  6.580  -1.854
H  -1.929  -4.698  -1.615
H  -1.676  -4.738  1.081
H  2.683  0.572  -1.023
H  -1.660  -2.921  -1.539
H  -3.959  -4.687  -0.417
H  3.026  3.436  1.163
H  -0.619  2.342  1.430
H  -2.382  -2.239  1.920
H  -0.024  -2.373  2.653



C15H20N2O2 | ωB97M-V/def2-TZVPD

- 2S+1 = 1
- highest occupied orbital energy (eV) = -8.82
- SMILES = Cc1cc(C)n(C[C@H](O)COCc2ccccc2)n1
- F_max (Eh/bohr) = 0.0151
- electronic energy (a.u.) = -843.55456
- LUMO (eV) = 0.88

Geometry (Å):
O  0.949  1.543  2.086
O  0.179  -0.811  3.057
N  0.881  -0.458  -1.345
N  0.468  -1.453  -0.552
C  -0.186  -1.158  0.689
C  -3.312  1.493  -0.542
C  1.483  -2.422  -2.229
C  2.083  -0.219  -3.475
C  -1.951  2.000  1.366
C  -2.215  1.669  -1.368
C  0.834  -0.878  1.820
C  -0.844  2.172  0.542
C  1.632  0.419  1.562
C  -3.179  1.659  0.827
C  1.494  -1.024  -2.371
C  0.822  -2.663  -1.044
C  0.493  2.509  1.155
C  0.490  -3.944  -0.368
C  -0.984  2.006  -0.829
H  -0.588  -4.109  -0.361
H  -0.809  -2.004  0.986
H  -2.313  1.538  -2.435
H  3.157  -0.387  -3.536
H  0.961  -4.766  -0.899
H  -4.032  1.524  1.475
H  1.898  0.837  -3.298
H  1.821  0.525  0.490
H  1.899  -3.145  -2.900
H  1.242  2.659  0.368
H  -4.270  1.226  -0.963
H  2.588  0.357  2.096
H  1.535  -1.721  1.869
H  0.406  3.433  1.739
H  -1.841  2.128  2.433
H  0.841  -3.945  0.663
H  -0.029  0.125  3.203
H  -0.127  2.120  -1.474
H  1.641  -0.503  -4.429
H  -0.820  -0.282  0.545



C15H20N2O3 | ωB97M-V/def2-TZVPD

- 2S+1 = 1
- highest occupied orbital energy (eV) = -8.76
- F_max (Eh/bohr) = 0.3289
- electronic energy (a.u.) = -918.33567
- LUMO (eV) = 0.55

Geometry (Å):
O  3.562  -0.861  -3.215
O  -1.214  1.119  -1.760
O  -1.220  -0.913  -2.520
N  1.218  -0.530  -0.483
N  4.042  -0.198  -1.126
C  -2.854  0.340  -0.279
C  2.185  0.603  0.171
C  0.978  0.395  -2.641
C  -1.873  0.391  2.177
C  -1.887  1.100  0.886
C  -1.827  -1.054  4.582
C  3.128  -0.726  -2.206
C  -2.942  0.092  4.314
C  -0.720  0.039  -2.285
C  1.629  -0.761  -1.700
C  -2.603  1.075  -1.526
C  -1.143  -0.608  2.388
C  -0.915  -1.341  3.672
C  -2.703  0.889  3.318
C  3.597  0.268  0.171
H  -2.313  -0.389  -0.350
H  -2.920  0.641  -2.293
H  1.892  0.860  1.323
H  -3.393  0.597  5.166
H  -0.451  -2.083  3.655
H  -2.785  2.160  -1.459
H  1.598  -1.497  0.268
H  1.876  1.253  -0.280
H  -3.436  1.601  3.079
H  -0.430  -0.987  1.729
H  4.346  1.049  0.662
H  1.318  1.332  -2.410
H  1.173  -0.248  -3.602
H  1.399  -1.751  -2.050
H  3.854  -0.645  0.753
H  -2.093  -1.394  5.456
H  -0.789  1.433  0.574
H  -2.313  2.131  0.972
H  -3.757  0.485  0.006
H  4.872  -0.064  -1.577



C15H20N2O3S | ωB97M-V/def2-TZVPD

- 2S+1 = 1
- highest occupied orbital energy (eV) = -7.72
- SMILES = NC(=O)c1c(NC(=O)[C@@H]2CCCO2)sc2c1CCCCC2
- F_max (Eh/bohr) = 0.3043
- electronic energy (a.u.) = -1316.43674
- LUMO (eV) = 0.40

Geometry (Å):
S  -2.293  -0.912  0.987
O  -2.005  1.228  -3.802
O  0.884  1.976  -0.994
O  0.658  -0.761  -2.443
N  2.387  0.418  -0.244
N  -1.268  0.109  -1.497
C  -0.857  -0.228  -0.314
C  1.984  -1.345  3.246
C  -1.917  2.530  -3.836
C  0.144  0.144  0.342
C  0.796  -2.081  4.313
C  -1.326  -1.559  3.450
C  -1.170  -0.865  2.162
C  1.150  -0.336  2.628
C  -0.949  0.252  -3.912
C  -0.356  0.017  -2.416
C  1.178  0.953  -0.444
C  -0.394  -2.468  4.011
C  -0.350  2.461  -3.815
C  0.130  1.317  -4.577
C  0.035  -0.166  1.892
H  1.829  -1.880  2.542
H  -2.207  2.895  -3.001
H  -1.242  -0.432  -4.473
H  -2.215  0.334  -1.841
H  0.586  -1.293  5.130
H  -1.415  -0.625  4.200
H  -0.367  -3.312  3.035
H  -2.268  -1.839  3.447
H  1.571  -2.849  4.823
H  2.835  -1.358  3.578
H  3.153  0.911  -0.835
H  0.881  0.550  3.482
H  -0.136  1.303  -5.739
H  2.347  -0.656  0.108
H  -2.268  3.028  -4.624
H  0.147  2.726  -2.795
H  0.908  0.910  -4.235
H  2.002  0.471  2.237
H  0.241  3.449  -4.493
H  -0.845  -3.015  4.717



C15H20N6O2S2 | ωB97M-V/def2-TZVPD

- 2S+1 = 1
- highest occupied orbital energy (eV) = -8.19
- SMILES = CNC(=S)N/N=C(\C=N\NC(=S)NC)c1ccc(CCC(=O)O)cc1
- F_max (Eh/bohr) = 0.1146
- electronic energy (a.u.) = -1858.80139
- LUMO (eV) = -0.88

Geometry (Å):
S  3.968  -2.220  -2.289
S  -1.447  -4.220  4.187
O  -2.303  4.556  -1.567
O  -0.370  5.260  -2.471
N  -0.383  -2.576  2.607
N  1.508  -0.610  -0.675
N  0.195  -1.558  1.782
N  4.282  -2.724  0.247
N  -0.319  -2.009  5.037
N  2.471  -1.292  -0.072
C  -1.246  1.113  -3.254
C  -2.212  3.988  -3.826
C  -3.195  2.747  -3.709
C  -0.420  -1.249  0.637
C  -0.370  0.439  -2.413
C  -2.887  1.473  -1.588
C  3.495  -2.011  -0.678
C  -0.762  0.267  -1.154
C  -2.435  1.778  -2.846
C  0.227  -0.475  -0.349
C  -0.676  -2.791  3.907
C  -2.037  0.709  -0.683
C  -1.550  4.602  -2.541
C  4.160  -2.823  1.783
C  0.757  -0.949  5.129
H  -4.115  3.154  -3.170
H  0.551  0.145  -2.857
H  -0.818  -3.319  2.020
H  5.029  -3.421  2.235
H  -3.760  1.799  -1.248
H  4.073  -1.747  2.203
H  -0.345  5.548  -1.566
H  1.565  -1.366  5.836
H  -2.795  4.814  -4.218
H  4.675  -3.566  -0.210
H  -0.459  -2.450  5.948
H  -2.386  0.554  0.262
H  -1.388  -1.673  0.298
H  0.468  -0.012  5.539
H  -3.356  2.304  -4.669
H  -1.426  3.803  -4.578
H  1.304  -0.670  4.181
H  -0.899  1.330  -4.218
H  2.343  -1.430  0.938
H  3.288  -3.222  2.074



C15H20N6OS2 | ωB97M-V/def2-TZVPD

- 2S+1 = 1
- highest occupied orbital energy (eV) = -8.04
- SMILES = CCNc1cc(NC(C)=O)c(/N=N/c2nnc(SCC)s2)cc1C
- F_max (Eh/bohr) = 0.1262
- electronic energy (a.u.) = -1783.60150
- LUMO (eV) = -1.08

Geometry (Å):
S  -3.635  -1.133  0.976
S  -6.574  -2.293  0.883
O  1.424  2.384  -3.349
N  -4.085  -0.346  -1.375
N  -2.060  0.480  -0.612
N  0.426  0.879  -2.017
N  -1.201  0.328  0.300
N  4.367  1.347  0.583
N  -5.160  -1.093  -1.067
C  0.493  1.637  -3.149
C  5.248  1.662  -0.542
C  -5.775  -3.592  1.961
C  0.987  0.935  -0.804
C  -3.225  -0.224  -0.430
C  2.302  0.787  1.628
C  -5.913  -3.339  3.396
C  0.168  0.657  0.276
C  -0.446  1.426  -4.338
C  5.456  0.516  -1.567
C  2.886  0.765  2.942
C  -5.069  -1.662  0.111
C  0.934  0.577  1.549
C  2.986  1.073  0.545
C  2.320  1.136  -0.609
H  3.165  1.714  3.240
H  -5.329  -4.199  3.887
H  4.874  2.625  -0.983
H  -1.510  1.466  -3.939
H  -0.326  2.243  -5.077
H  -0.160  0.405  -4.723
H  0.231  0.497  2.458
H  -7.034  -3.377  3.603
H  -0.520  0.571  -1.974
H  4.490  -0.010  -1.835
H  5.956  -0.308  -0.999
H  -4.724  -3.587  1.772
H  -5.346  -2.416  3.669
H  6.215  1.872  -0.143
H  5.960  0.850  -2.526
H  4.682  1.461  1.522
H  -6.335  -4.589  1.778
H  2.850  1.430  -1.499
H  3.753  0.136  2.742
H  2.258  0.307  3.737



C15H20NO5Rb | ωB97M-V/def2-TZVPD

- 2S+1 = 2
- <S²> = 0.756
- highest occupied orbital energy (alpha / beta) (eV) = -1.98 / -1.98
- F_max (Eh/bohr) = 0.1181
- net charge = -1
- electronic energy (a.u.) = -1038.43576
- LUMO (alpha / beta) (eV) = 0.75 / 0.61

Geometry (Å):
Rb  -18.105  -18.569  9.025
O  -19.519  -18.541  11.619
O  -23.089  -22.193  13.382
O  -16.448  -16.740  10.750
O  -20.094  -18.960  14.381
O  -23.499  -20.757  10.711
N  -15.032  -16.427  10.836
C  -15.532  -14.619  12.626
C  -14.250  -18.519  9.624
C  -21.493  -20.678  13.942
C  -12.222  -15.628  10.887
C  -14.008  -16.163  8.473
C  -20.486  -19.211  11.990
C  -14.937  -13.838  10.382
C  -22.590  -20.449  11.592
C  -12.648  -17.074  10.473
C  -20.629  -19.644  13.542
C  -13.262  -15.162  11.896
C  -14.004  -16.988  9.806
C  -21.589  -19.625  11.167
C  -22.415  -21.137  13.001
C  -14.717  -15.027  11.444
H  -13.365  -18.998  9.203
H  -21.382  -21.099  14.930
H  -15.833  -14.001  9.784
H  -12.859  -14.221  12.273
H  -12.489  -17.729  11.329
H  -11.871  -14.938  10.120
H  -11.233  -15.729  11.334
H  -15.128  -13.741  13.131
H  -14.084  -13.648  9.730
H  -15.726  -15.309  13.447
H  -13.184  -15.630  12.877
H  -13.351  -16.727  7.810
H  -11.939  -17.402  9.712
H  -15.072  -12.897  10.915
H  -21.516  -19.310  10.137
H  -16.528  -14.286  12.335
H  -13.381  -15.325  8.776
H  -14.619  -18.984  10.539
H  -15.180  -18.623  9.066
H  -15.026  -16.063  8.097



C15H21AlCl3CsF7Li2N2O11PS2 | ωB97M-V/def2-TZVPD

- 2S+1 = 1
- highest occupied orbital energy (eV) = -6.00
- F_max (Eh/bohr) = 0.1652
- electronic energy (a.u.) = -5015.74008
- LUMO (eV) = -3.78

Geometry (Å):
Cs  7.208  1.481  -6.329
Cl  1.529  -5.072  -0.927
Cl  -1.108  -3.989  -1.500
Cl  -0.279  -4.309  1.244
S  4.133  1.787  -4.687
S  2.400  0.181  -3.463
P  -2.504  -2.066  0.029
Al  2.025  -4.601  3.757
F  0.557  -1.690  -3.239
F  -0.391  2.663  4.626
F  0.434  -0.559  -5.059
F  5.014  0.741  -6.973
F  5.500  2.851  -6.724
F  3.499  2.234  -7.207
F  1.965  -2.039  -4.824
O  -4.359  7.473  3.215
O  -4.809  2.915  2.388
O  3.266  -0.550  -2.565
O  5.388  1.415  -4.049
O  -4.261  -4.868  -0.954
O  1.516  1.135  -2.831
O  -0.989  -0.095  1.065
O  3.640  3.096  -4.340
O  -1.614  7.048  3.485
O  2.394  -2.028  3.240
O  -2.120  2.468  2.983
N  3.059  0.644  -4.836
N  -4.202  -2.092  -0.553
C  0.393  0.035  0.655
C  2.319  -1.673  0.191
C  -2.576  3.605  3.004
C  1.146  -2.124  3.675
C  -2.399  6.145  3.305
C  -4.586  5.168  2.836
C  -1.847  -0.275  -0.057
C  0.924  -1.088  -0.310
C  -4.051  3.811  2.713
C  -0.154  -4.974  -0.392
C  4.547  1.914  -6.466
C  0.979  -1.384  5.007
C  -1.875  4.769  3.273
C  -3.894  6.339  3.115
C  1.289  -1.084  -4.172
Li  -0.624  0.622  3.196
Li  -6.118  -2.404  0.405
H  -2.745  0.389  0.073
H  2.920  -1.967  -0.706
H  0.247  -1.964  -0.417
H  -4.733  -1.383  -0.038
H  -1.737  -2.909  -0.847
H  0.783  -3.153  3.866
H  2.835  -0.814  0.690
H  1.151  -0.594  -1.287
H  0.628  1.038  0.209
H  0.330  -1.726  3.027
H  -0.060  -1.496  5.354
H  -4.150  -1.768  -1.524
H  1.010  -0.021  1.599
H  -3.423  -4.523  -1.274
H  -1.390  -0.007  -1.037
H  1.178  -0.313  4.906
H  -0.566  -5.978  -0.375
H  1.626  -1.777  5.794
H  -5.658  5.220  2.677
H  2.196  -2.534  0.872
H  -0.811  4.704  3.486